{
  "formula": "C26H30MnN5O2",
  "method": "wB97M-V/def2-TZVPD",
  "symbols": ["Mn", "C", "C", "C", "C", "C", "C", "C", "C", "N", "H", "H", "H", "H", "H", "H", "C", "N", "C", "C", "C", "O", "H", "H", "H", "H", "H", "H", "H", "H", "H", "C", "C", "C", "C", "C", "C", "C", "C", "N", "H", "H", "H", "H", "H", "H", "H", "H", "H", "N", "C", "O", "C", "C", "C", "N", "C", "C", "H", "H", "H", "H", "H", "H"],
  "coordinates": [[0.311, -0.365, 0.249], [2.291, -0.528, 0.910], [3.202, 0.263, 0.062], [3.864, -0.324, -1.022], [4.691, 0.413, -1.851], [4.875, 1.773, -1.622], [4.215, 2.380, -0.554], [3.396, 1.633, 0.270], [5.747, 2.546, -2.482], [6.440, 3.160, -3.166], [2.230, -0.151, 1.934], [2.512, -1.595, 0.924], [3.717, -1.381, -1.216], [5.195, -0.061, -2.684], [4.337, 3.442, -0.383], [2.861, 2.124, 1.073], [-3.869, -1.873, 1.092], [-3.921, -0.588, 0.399], [-5.213, -0.109, -0.070], [-2.800, 0.135, 0.278], [-2.818, 1.422, -0.495], [-1.757, -0.278, 0.811], [-4.599, -2.543, 0.641], [-4.097, -1.753, 2.153], [-2.878, -2.306, 0.992], [-5.991, -0.601, 0.512], [-5.376, -0.339, -1.125], [-5.312, 0.963, 0.074], [-3.484, 1.383, -1.356], [-1.793, 1.627, -0.800], [-3.142, 2.234, 0.161], [0.477, 2.933, -2.642], [0.522, 3.495, -1.246], [0.614, 4.863, -1.046], [0.711, 5.418, 0.228], [0.696, 4.551, 1.310], [0.593, 3.172, 1.160], [0.567, 2.306, 2.393], [0.524, 2.593, -0.136], [0.468, 1.267, -0.378], [1.478, 2.653, -2.988], [0.070, 3.663, -3.346], [-0.121, 2.023, -2.677], [0.619, 5.513, -1.918], [0.788, 6.488, 0.369], [0.755, 4.956, 2.318], [-0.008, 2.785, 3.190], [1.568, 2.105, 2.794], [0.106, 1.338, 2.197], [-1.364, -7.230, 1.374], [-1.648, -6.402, 0.277], [-2.362, -6.837, -0.633], [-1.112, -5.065, 0.307], [-1.271, -4.217, -0.828], [-0.754, -2.961, -0.826], [-0.063, -2.409, 0.233], [0.087, -3.216, 1.323], [-0.397, -4.488, 1.405], [-1.568, -8.193, 1.152], [-0.460, -7.101, 1.801], [-1.808, -4.588, -1.691], [-0.888, -2.319, -1.689], [0.611, -2.776, 2.165], [-0.263, -5.023, 2.338]],
  "forces_ev_per_a": [[0.3, -0.1, 0.0], [-0.2, 0.2, 0.2], [-0.1, -0.3, 0.1], [0.1, 0.0, -0.1], [-0.1, -0.2, 0.0], [0.3, 0.2, -0.3], [-0.1, 0.0, 0.2], [0.2, 0.2, 0.0], [-0.4, -0.3, 0.3], [0.1, 0.0, 0.0], [0.2, 0.0, 0.0], [0.1, 0.0, -0.1], [0.0, 0.0, 0.0], [0.0, 0.0, 0.0], [0.0, 0.0, 0.0], [0.2, 0.0, -0.1], [-0.1, 0.0, -0.1], [-0.2, 0.0, 0.0], [0.1, -0.1, 0.1], [0.3, 0.0, 0.0], [-0.1, 0.0, 0.0], [-0.2, 0.1, 0.1], [0.0, 0.0, 0.0], [0.0, 0.0, 0.0], [0.0, 0.0, 0.0], [0.0, 0.0, 0.0], [0.0, 0.0, 0.0], [0.0, 0.0, 0.0], [0.0, 0.0, 0.0], [0.0, 0.0, 0.0], [0.0, 0.0, 0.0], [0.0, 0.0, 0.0], [0.0, 0.2, -0.1], [0.0, -0.1, -0.1], [0.0, -0.1, 0.0], [-0.1, 0.0, 0.0], [-0.1, 0.1, 0.3], [0.0, 0.1, 0.1], [0.1, -0.4, -0.3], [-0.2, 0.6, -0.2], [0.0, 0.0, 0.1], [0.0, 0.0, 0.0], [0.0, 0.0, 0.0], [0.0, 0.0, 0.0], [0.0, 0.0, 0.0], [0.0, 0.0, 0.0], [0.1, 0.0, 0.0], [0.0, 0.0, 0.0], [-0.1, 0.0, 0.0], [0.0, -0.1, 0.1], [0.0, 0.3, 0.0], [0.0, -0.1, 0.0], [0.0, -0.2, 0.0], [0.0, 0.0, 0.0], [0.0, 0.1, 0.2], [-0.1, -0.3, -0.3], [-0.1, 0.1, -0.1], [0.0, 0.0, 0.0], [0.0, 0.0, 0.0], [0.0, 0.0, 0.0], [0.0, 0.0, 0.0], [0.0, 0.1, 0.0], [0.0, 0.0, 0.0], [0.0, 0.0, 0.0]],
  "charge": -1,
  "energy_ha": -2584.061061,
  "s2": 8.9253,
  "homo_ha": [-0.100, -0.150],
  "gap_ev": [5.04, 6.37],
  "e_above_lowest_ev": 0.000,
  "spin_multiplicity": 6,
  "lumo_energy_ev": [2.3168, 2.2997]
}

{
  "formula": "C26H30N3O7PS4",
  "method": "wB97M-V/def2-TZVPD",
  "symbols": ["S", "P", "N", "C", "C", "C", "C", "C", "S", "C", "S", "C", "C", "C", "C", "C", "C", "C", "C", "C", "S", "C", "N", "N", "C", "O", "C", "H", "H", "H", "H", "H", "H", "H", "H", "H", "H", "H", "H", "H", "H", "H", "H", "H", "H", "C", "C", "C", "O", "C", "O", "O", "H", "H", "H", "H", "H", "H", "C", "C", "C", "O", "C", "O", "O", "H", "H", "H", "H", "H", "H"],
  "coordinates": [[-1.349, 2.344, 4.608], [-0.796, 0.913, 3.412], [-1.953, 0.765, 2.038], [-2.634, 2.056, 1.787], [-4.152, 2.128, 2.191], [-4.932, 3.445, 1.912], [-4.199, 4.639, 1.259], [-2.675, 4.621, 0.851], [-1.864, 6.067, 0.053], [-1.916, 3.301, 1.133], [-0.117, 3.009, 0.708], [-0.178, 1.254, 0.056], [0.641, 0.769, -1.163], [0.452, -0.738, -1.566], [-0.538, -1.685, -0.799], [-1.400, -1.194, 0.426], [-2.426, -2.166, 1.169], [-2.083, -2.461, 2.714], [-3.335, -2.027, 3.622], [-2.986, -1.704, 5.153], [-2.420, -3.178, 6.144], [-0.624, -2.963, 6.529], [0.264, -4.085, 6.442], [1.518, -3.665, 6.744], [1.462, -2.256, 7.032], [0.108, -1.819, 6.925], [-1.166, 0.309, 0.843], [-0.609, -0.327, 4.100], [0.484, 1.234, 2.807], [-4.649, 1.197, 2.653], [-6.040, 3.457, 2.212], [-4.804, 5.578, 1.045], [-1.336, 6.804, 1.122], [1.369, 1.471, -1.736], [1.078, -1.088, -2.463], [-0.629, -2.752, -1.178], [-2.555, -3.119, 0.553], [-3.455, -1.633, 1.140], [-1.996, -3.611, 2.814], [-1.077, -2.032, 3.038], [-4.057, -2.932, 3.633], [-3.943, -1.150, 3.210], [-2.242, -0.851, 5.310], [-3.974, -1.349, 5.645], [2.390, -1.664, 7.326], [5.485, -4.108, -3.644], [3.987, -4.312, -3.710], [3.252, -3.169, -4.348], [1.978, -3.233, -3.718], [2.173, -3.809, -2.498], [1.353, -3.838, -1.625], [3.422, -4.343, -2.401], [5.966, -4.983, -3.199], [5.909, -3.947, -4.638], [5.738, -3.256, -3.007], [3.756, -5.263, -4.203], [3.155, -3.290, -5.429], [3.697, -2.191, -4.139], [1.541, 5.027, -5.765], [1.492, 3.612, -5.229], [2.029, 3.479, -3.834], [2.509, 2.140, -3.814], [2.830, 1.822, -5.102], [3.446, 0.847, -5.424], [2.360, 2.759, -5.971], [1.110, 5.065, -6.769], [0.987, 5.715, -5.123], [2.573, 5.377, -5.856], [0.475, 3.213, -5.307], [1.255, 3.622, -3.077], [2.864, 4.153, -3.620]],
  "forces_ev_per_a": [[0.1, -0.6, 0.1], [0.0, 1.7, -0.1], [2.2, 1.2, -1.1], [-3.1, 2.9, -0.3], [2.3, 2.9, -2.0], [3.7, -0.8, -0.7], [1.3, -2.4, 0.6], [-1.9, -3.4, 2.2], [-0.3, -0.6, 1.1], [-2.8, -0.8, 0.7], [-1.7, -1.1, -0.4], [-1.1, -2.8, -0.4], [-2.4, -2.5, 2.0], [-1.6, 1.8, 2.7], [0.3, 3.4, 0.8], [2.9, 2.2, -2.3], [-0.1, 1.2, -0.5], [-0.7, -1.0, -0.3], [0.2, -0.8, 0.7], [-0.7, 1.1, -0.2], [1.7, 0.9, 0.3], [3.5, -2.3, -0.3], [-2.5, 4.1, 0.2], [-0.9, 5.4, 1.1], [-1.5, -5.0, -1.1], [1.1, -2.1, -0.5], [1.1, -2.3, -2.7], [-0.2, 0.3, -0.9], [-0.9, -0.8, 0.3], [0.9, 1.8, -0.8], [2.0, 0.3, -0.7], [1.1, -1.4, 0.3], [-0.7, -1.1, -0.7], [-1.5, -1.5, 1.2], [-1.3, 0.3, 1.6], [0.1, 1.7, 0.7], [0.4, 1.3, 0.9], [1.7, -0.8, 0.0], [0.1, 1.9, 0.0], [-1.5, -0.4, -0.5], [1.0, 1.5, 0.0], [1.2, -1.0, 0.5], [-1.0, -1.2, -0.3], [1.7, -0.7, -0.6], [-2.1, -0.4, -0.5], [0.2, -0.2, 0.4], [1.1, 0.0, -0.3], [0.1, 0.3, -0.7], [-0.1, -0.2, 0.7], [-0.5, -0.1, 0.7], [0.7, -0.1, -0.8], [-0.8, 0.3, 0.0], [0.0, 0.0, -0.1], [-0.1, 0.0, 0.0], [-0.2, 0.0, -0.2], [-0.1, 0.1, 0.0], [-0.2, 0.1, 0.2], [0.1, -0.1, 0.0], [0.1, 0.0, -0.5], [-0.4, 1.1, -0.2], [-0.3, 0.3, 0.7], [0.2, -0.2, -0.6], [0.5, -0.8, -0.4], [-0.5, 0.7, 0.3], [0.3, -0.7, 0.5], [0.0, 0.0, 0.1], [0.0, -0.1, 0.0], [-0.1, -0.1, 0.2], [0.1, 0.0, 0.1], [0.1, -0.2, 0.0], [-0.1, 0.0, -0.2]],
  "smiles": "S=[PH2]N1c2cccc(S)c2Sc2cccc(CCCCSc3nnco3)c21.C[C@@H]1COC(=O)O1.C[C@@H]1COC(=O)O1",
  "energy_ha": -3633.424614,
  "homo_ha": -0.305,
  "gap_ev": 8.21,
  "e_above_lowest_ev": 0.000,
  "lumo_energy_ev": -0.0956
}

{
  "formula": "C26H30N5O3",
  "method": "wB97M-V/def2-TZVPD",
  "symbols": ["C", "N", "C", "O", "C", "C", "C", "C", "C", "C", "C", "C", "N", "C", "C", "C", "C", "C", "C", "C", "N", "O", "O", "C", "C", "C", "C", "C", "H", "H", "H", "H", "H", "H", "H", "H", "H", "H", "H", "H", "H", "H", "H", "H", "H", "H", "H", "H", "H", "H", "H", "H", "C", "C", "C", "N", "C", "N", "H", "H", "H", "H", "H", "H"],
  "coordinates": [[-2.532, 4.551, 0.559], [-2.247, 3.128, 0.605], [-3.226, 2.207, 0.846], [-4.413, 2.458, 1.030], [-2.588, 0.817, 0.815], [-3.187, -0.115, -0.245], [-4.661, -0.374, -0.059], [-5.558, -0.127, -1.107], [-6.934, -0.257, -0.893], [-7.411, -0.695, 0.351], [-6.506, -1.022, 1.369], [-5.131, -0.875, 1.162], [-1.186, 1.128, 0.560], [-0.246, 0.136, 0.511], [1.109, 0.306, 0.359], [2.101, -0.750, 0.564], [3.529, -0.369, 0.348], [4.496, -1.353, 0.588], [5.844, -1.122, 0.471], [6.258, 0.195, 0.203], [7.641, 0.486, 0.297], [8.027, 1.669, 0.192], [8.425, -0.474, 0.503], [5.322, 1.219, -0.068], [3.972, 0.891, -0.147], [-0.905, 2.578, 0.469], [-0.321, 2.988, -0.898], [-0.043, 3.072, 1.643], [-3.612, 4.704, 0.632], [-2.041, 5.075, 1.391], [-2.175, 4.979, -0.387], [-2.715, 0.364, 1.819], [-3.019, 0.309, -1.247], [-2.638, -1.069, -0.218], [-5.185, 0.215, -2.077], [-7.642, 0.012, -1.681], [-8.487, -0.775, 0.524], [-6.881, -1.361, 2.339], [-4.426, -1.124, 1.960], [-0.637, -0.884, 0.571], [1.443, 1.338, 0.150], [1.906, -1.385, 1.441], [4.189, -2.361, 0.858], [6.573, -1.921, 0.618], [5.683, 2.234, -0.224], [3.267, 1.606, -0.588], [-1.071, 2.789, -1.680], [-0.104, 4.066, -0.880], [0.599, 2.447, -1.137], [-0.671, 3.119, 2.546], [0.807, 2.410, 1.825], [0.327, 4.082, 1.425], [2.781, -5.688, -1.870], [2.378, -4.325, -1.471], [2.711, -3.618, -0.356], [2.071, -2.385, -0.352], [1.399, -2.322, -1.501], [1.531, -3.492, -2.185], [3.522, -6.033, -1.129], [1.944, -6.408, -1.824], [3.272, -5.749, -2.858], [3.383, -3.973, 0.415], [0.837, -1.470, -1.814], [1.051, -3.707, -3.064]],
  "forces_ev_per_a": [[0.3, 0.2, 0.0], [-0.5, -0.4, 0.0], [-1.3, 0.5, 0.0], [1.6, -0.4, -0.2], [-0.3, 0.0, 0.4], [0.0, -0.1, -0.4], [-0.3, -0.3, 0.0], [-0.1, 0.2, 0.4], [0.0, -0.2, 0.4], [0.3, 0.1, -0.2], [0.0, 0.1, -0.1], [-0.5, 0.2, -0.3], [1.2, -1.3, -0.2], [-0.5, 1.0, 0.2], [0.0, -0.1, -0.7], [0.0, -0.3, 1.1], [0.8, 0.4, -0.6], [-0.3, -0.2, 0.3], [0.6, 0.8, -0.2], [-2.3, -0.3, 0.3], [4.0, 0.6, 0.3], [-1.0, -2.1, 0.1], [-1.7, 1.9, -0.5], [0.8, -0.8, -0.2], [-0.5, -0.7, 0.6], [0.1, 0.5, 0.0], [-0.3, -0.1, 0.0], [-0.1, 0.0, 0.1], [0.2, -0.2, 0.0], [-0.1, -0.1, -0.2], [-0.1, -0.1, 0.2], [0.1, 0.2, -0.4], [0.0, 0.0, 0.3], [-0.1, 0.2, 0.0], [-0.1, 0.0, 0.4], [0.3, -0.2, 0.2], [0.4, 0.0, 0.0], [0.2, 0.1, -0.4], [-0.3, 0.1, -0.2], [-0.1, 0.4, 0.3], [0.1, -1.2, 0.0], [0.4, 0.8, -0.1], [0.2, 0.6, 0.2], [-0.2, 0.4, 0.0], [-0.1, -0.3, -0.2], [0.3, -0.2, 0.6], [0.3, 0.0, 0.2], [0.0, -0.4, -0.1], [-0.2, 0.2, 0.0], [0.3, -0.1, -0.2], [-0.1, 0.2, 0.0], [0.0, -0.3, 0.1], [0.4, -0.9, 0.2], [-0.4, 0.8, 0.0], [0.1, -0.2, 0.4], [-1.1, 0.6, -2.7], [0.5, -1.3, 0.6], [-0.2, 0.6, 0.0], [-0.3, 0.1, -0.3], [0.3, 0.4, -0.2], [-0.4, 0.2, 0.4], [-0.4, 0.1, -0.1], [-0.3, 0.2, -0.2], [0.4, 0.1, 0.6]],
  "charge": 1,
  "energy_ha": -1507.900815,
  "homo_ha": -0.403,
  "gap_ev": 7.01,
  "e_above_lowest_ev": 1.060,
  "lumo_energy_ev": -3.9463
}